#a
C3H12N2O | ωB97M-V/def2-TZVPD

Cartesian coordinates (Å):
1 N 2.40404 1.67379 0.74130
2 C 1.25612 0.76575 0.92812
3 C 0.00154 1.32764 0.30700
4 C -1.19567 0.39590 0.37252
5 N -2.34930 0.86124 -0.39790
6 H 2.28493 2.30582 -0.03824
7 H 3.22951 1.11706 0.57213
8 H 1.46681 -0.19796 0.44646
9 H 1.12990 0.63703 1.99852
10 H 0.15973 1.50801 -0.75081
11 H -0.12212 2.36692 0.63969
12 H -0.89107 -0.59913 0.05430
13 H -1.48758 0.27995 1.42720
14 H -2.52418 0.27353 -1.20412
15 H -2.17129 1.76719 -0.82087
16 H -1.09859 -4.75598 -1.78204
17 H 0.32969 -5.13413 -1.37789
18 O -0.42247 -4.59263 -1.11539

Properties
* E_HOMO: -9.001 eV
* orbital gap: 9.803 eV
* SMILES: NCCCN.O

#b
C3H12N2O | ωB97M-V/def2-TZVPD

Cartesian coordinates (Å):
1 C 1.25139 -1.14407 -0.87530
2 O 1.25588 0.24382 -1.19929
3 C 1.72996 -2.06066 -1.98970
4 H 1.79743 -1.20047 0.07650
5 H 0.29521 -1.53991 -0.50119
6 H 2.09080 0.44759 -1.60417
7 H 2.00208 -3.00105 -1.49610
8 H 0.99436 -2.27934 -2.77021
9 H 2.58488 -1.69224 -2.56890
10 N -0.78865 1.90261 1.85935
11 C -1.23310 0.49247 1.55260
12 N -2.36355 0.57397 0.64872
13 H -0.63188 2.29305 0.93925
14 H 0.02303 1.90379 2.45803
15 H -0.37614 -0.06221 1.09825
16 H -1.45300 0.16515 2.57591
17 H -3.06934 -0.02820 1.04621
18 H -2.68733 1.51819 0.51544

Properties
* E_HOMO: -9.015 eV
* orbital gap: 9.959 eV
* SMILES: CCO.NCN

#c
C3H12N2O | ωB97M-V/def2-TZVPD

Cartesian coordinates (Å):
1 C 0.63586 -2.12156 -2.56782
2 C 1.72995 -1.53561 -2.07967
3 N -0.37236 -1.09366 3.34141
4 H 0.06090 -1.57254 -3.30233
5 H -0.42806 0.18769 -0.26490
6 H 0.33508 -3.13100 -2.32404
7 H 1.80503 -0.46175 -2.16829
8 H 2.46187 -2.09692 -1.51421
9 H -1.11757 -1.76004 3.22358
10 H -0.78420 -0.18784 3.19919
11 H 0.07032 -1.03822 4.24808
12 N -1.31147 2.41644 0.57520
13 C -0.24679 2.13331 -0.36790
14 O 0.23153 0.81230 -0.58124
15 H -2.04075 1.72055 0.51477
16 H -1.01135 2.47104 1.54070
17 H -0.60707 2.46788 -1.34859
18 H 0.58910 2.78993 -0.12395

Properties
* E_HOMO: -9.623 eV
* orbital gap: 10.370 eV
* SMILES: C=C.NCO.N

Each structure's energy above the most stable one, in hartree: #a 0.0000; #b 0.0252; #c 0.0393.